(1)
ORCA calculation (wB97M-V/def2-TZVPD) on a 9-piece molecular cluster, C60H118F9N5O14S overall.

Values from the calculation:
**Calculated total energy**: -135534.3229 eV
**Structure (SMILES)**: CC1(C)CCCC(C)(C)N1O.CC1(C)CCCC(C)(C)N1O.CC1(C)CCCC(C)(C)N1O.CC1(C)CCCC(C)(C)N1O.CC1(C)CCCC(C)(C)N1O.CCOC(=O)C(F)(F)F.CCOC(=O)C(F)(F)F.CCOC(=O)C(F)(F)F.CCOS(C)(=O)=O
**Strongest force on any atom**: 3.79 eV/A
**E_HOMO**: -8.3377 eV
**HOMO-LUMO gap**: 8.62 eV
**Net charge**: 0

The geometry in XYZ format:
```
207
C60H118F9N5O14S (wB97M-V/def2-TZVPD)
C 2.81319 -0.96064 3.25681
C 2.71130 0.43315 3.94109
C 1.23294 0.72918 4.22495
C 3.49947 0.25779 5.25122
C 3.97012 1.54699 5.88753
C 4.77821 2.33465 4.84859
C 3.98781 2.57259 3.52852
C 2.86356 3.58810 3.79794
C 4.92680 3.13178 2.45774
N 3.51867 1.27032 3.07315
O 2.79504 1.43304 1.82930
H 2.71991 -1.76999 3.90886
H 2.04366 -1.05751 2.44059
H 3.81643 -0.89604 2.90480
H 0.64298 1.01366 3.36114
H 0.86433 -0.25132 4.50927
H 1.00072 1.40459 5.05374
H 2.81428 -0.30374 5.94469
H 4.35126 -0.36278 5.14683
H 3.10665 2.15977 6.19662
H 4.64662 1.39338 6.73365
H 5.72979 1.94581 4.47348
H 4.99013 3.31847 5.26108
H 3.40507 4.50558 4.03169
H 2.17290 3.33589 4.56888
H 2.26780 3.76069 2.86611
H 4.44207 3.79734 1.75238
H 5.44999 2.30746 1.95687
H 5.61843 3.72013 3.03158
H 2.10992 2.18281 1.95681
C -4.28904 1.60565 6.40659
C -3.83670 1.00359 5.05318
C -3.00792 2.00032 4.31109
C -2.88954 -0.18302 5.33266
C -3.65293 -1.38184 5.84357
C -4.61208 -1.84840 4.75907
C -5.59984 -0.72804 4.43412
C -6.34649 -1.12874 3.16996
C -6.65595 -0.54163 5.50385
N -4.85384 0.53734 4.10215
O -5.74737 1.58425 3.89106
H -4.90147 0.88827 7.04236
H -3.42902 1.90224 7.02479
H -4.90570 2.49387 6.31319
H -3.48225 2.83630 3.82868
H -2.27593 2.48833 5.03993
H -2.40017 1.51568 3.56650
H -2.47815 -0.39594 4.36110
H -2.12548 0.16248 6.07972
H -2.90035 -2.15005 6.08591
H -4.13280 -1.09777 6.79074
H -5.22163 -2.68504 5.14566
H -3.97454 -2.17804 3.92090
H -7.16184 -0.34607 3.12962
H -6.86483 -2.10746 3.14449
H -5.74011 -1.01145 2.21930
H -7.29537 -1.44721 5.53389
H -7.36311 0.30508 5.33171
H -6.23218 -0.27509 6.50953
H -6.02174 1.58595 2.95662
C 7.01207 3.10434 -2.30072
C 6.66766 1.59989 -2.47997
C 8.00203 0.79582 -2.51924
C 5.66891 1.09939 -1.33632
C 4.26171 1.50660 -1.47077
C 3.74970 1.31815 -2.86350
C 4.62168 1.82363 -4.02030
C 4.18348 1.15908 -5.29829
C 4.56867 3.38979 -4.21192
N 5.98824 1.31990 -3.77640
O 6.87539 1.74256 -4.78634
H 7.50252 3.49098 -3.17512
H 6.18332 3.79674 -2.05033
H 7.66797 3.14508 -1.39231
H 7.86024 -0.21177 -2.92982
H 8.71208 1.32882 -3.11843
H 8.40050 0.68206 -1.51478
H 5.78899 -0.00175 -1.29308
H 6.13267 1.44937 -0.39577
H 3.64310 0.85016 -0.79996
H 4.27685 2.46233 -1.08424
H 2.83907 1.95949 -2.86966
H 3.66085 0.27190 -3.10270
H 4.29170 0.09028 -5.30020
H 4.65334 1.68606 -6.11680
H 3.12448 1.33931 -5.57716
H 4.21919 3.82660 -3.28655
H 3.91891 3.59316 -5.07397
H 5.57791 3.75708 -4.49835
H 7.02605 0.94754 -5.26221
C -5.41684 0.90675 -1.79309
C -5.94056 1.90107 -0.76888
C -7.22709 1.29037 -0.04343
C -4.94314 2.24181 0.32809
C -3.72435 2.99735 -0.10790
C -4.20298 4.29506 -0.73163
C -5.26456 4.11040 -1.78345
C -6.03455 5.45549 -1.89772
C -4.62655 3.65280 -3.08995
N -6.35673 3.19678 -1.30250
O -7.28180 3.05961 -2.40501
H -4.39205 1.17615 -2.15144
H -5.29624 -0.02923 -1.29776
H -6.22761 0.72873 -2.55599
H -6.99068 0.29473 0.25376
H -7.55083 1.99136 0.79257
H -7.98785 1.26012 -0.76882
H -5.34921 2.78448 1.17468
H -4.68118 1.21829 0.76776
H -3.02110 3.23438 0.68918
H -3.08200 2.37766 -0.79472
H -3.42491 4.80443 -1.28947
H -4.50459 5.01691 0.01664
H -6.80722 5.32866 -2.59312
H -5.36526 6.29823 -2.15698
H -6.32956 5.64517 -0.85714
H -5.42202 3.34601 -3.86733
H -4.00732 2.72143 -3.02845
H -4.15062 4.45013 -3.54013
H -8.10017 3.36340 -1.96815
C 4.79776 -4.77920 1.11406
C 4.07728 -4.93721 -0.26543
C 3.53327 -3.55539 -0.69151
C 5.00188 -5.55224 -1.31161
C 4.29070 -6.03862 -2.56288
C 3.29563 -7.10772 -2.21274
C 2.32239 -6.62980 -1.15560
C 1.23899 -5.68127 -1.76075
C 1.53250 -7.84613 -0.66710
N 3.04828 -5.95874 -0.03427
O 2.04971 -5.41167 0.82495
H 5.09196 -5.81150 1.31247
H 5.63663 -4.10633 0.97591
H 4.03735 -4.32552 1.74476
H 3.42801 -3.40434 -1.75002
H 2.54627 -3.18418 -0.28106
H 4.27944 -2.76413 -0.36052
H 5.81667 -4.82642 -1.52902
H 5.39409 -6.52101 -0.86207
H 3.70123 -5.20289 -3.08828
H 5.07950 -6.34554 -3.31329
H 3.92033 -7.97500 -1.87917
H 2.79572 -7.44962 -3.12708
H 1.64818 -4.81491 -2.29317
H 0.58478 -5.37091 -0.90007
H 0.63392 -6.22253 -2.57712
H 0.69922 -7.49872 -0.07903
H 2.13845 -8.53212 -0.10834
H 1.05712 -8.25134 -1.55108
H 2.24835 -5.81709 1.66379
C 0.21842 4.42683 -0.80876
C 0.51862 4.53549 0.70192
O 1.85766 5.08807 0.95895
C 2.00184 6.34022 0.56351
O 1.18046 7.12398 0.30392
C 3.55231 6.67586 0.62557
F 4.25386 5.99463 -0.31836
F 3.65509 8.00541 0.41737
F 3.99998 6.33410 1.81616
H -0.64232 3.79054 -0.96677
H 1.11495 4.01246 -1.24281
H 0.19822 5.39290 -1.34465
H 0.59982 3.59754 1.15036
H -0.17681 5.14886 1.23947
C -3.61514 0.01934 -4.61645
C -2.54445 -0.58387 -3.71546
O -1.41162 -0.96562 -4.57736
C -0.57660 -1.81693 -4.01969
O -0.52423 -2.26106 -2.91999
C 0.60638 -2.21675 -4.98706
F 0.98621 -3.46668 -4.70515
F 0.29015 -2.03955 -6.31031
F 1.77315 -1.50122 -4.96154
H -4.54416 0.07830 -4.06482
H -3.66403 -0.55522 -5.50072
H -3.40088 1.10087 -5.00603
H -2.99090 -1.50771 -3.34548
H -2.21411 0.10815 -3.01336
C -4.48380 -4.69470 -2.35885
C -2.97248 -4.80557 -2.57496
O -2.63948 -5.27020 -3.85355
C -2.85424 -4.45121 -4.85489
O -3.33025 -3.35277 -4.83002
C -2.33261 -5.02040 -6.17506
F -2.86774 -6.13215 -6.54353
F -2.55870 -4.11230 -7.21071
F -0.99061 -5.21933 -6.16150
H -4.59349 -4.12345 -1.43669
H -4.81290 -5.73054 -2.33313
H -5.03482 -4.26913 -3.20204
H -2.62722 -5.55554 -1.84503
H -2.43201 -3.84031 -2.39193
C -2.88581 -1.77215 0.98045
C -1.36406 -2.04416 1.09667
O -0.64405 -0.77746 1.39119
S -0.53139 0.32393 0.24069
C 1.03793 0.05932 -0.48193
O -1.57879 0.06605 -0.65687
O -0.46672 1.58332 0.94449
H -3.19100 -1.01381 1.68922
H -3.35191 -2.71694 1.22492
H -3.21055 -1.57514 0.00789
H -1.13074 -2.66127 1.95705
H -0.92906 -2.38484 0.14820
H 1.27137 0.94567 -1.05849
H 1.07670 -0.88986 -1.01661
H 1.73956 0.11228 0.32559
```

---

(2)
ORCA calculation (wB97M-V/def2-TZVPD) on C6H13OP as an isolated structure.

Values from the calculation:
**Calculated total energy**: -17768.1909 eV
**ΔE to the lowest compared entry with this formula, charge and spin**: 0.2616 eV
**Strongest force on any atom**: 3.24 eV/A
**E_HOMO**: -9.2387 eV
**HOMO-LUMO gap**: 10.11 eV
**Net charge**: 0

The geometry in XYZ format:
```
21
C6H13OP (wB97M-V/def2-TZVPD)
C 0.24632 -0.95848 -0.91603
C -0.85947 0.18699 -1.10123
C -0.27145 -1.33416 0.48025
C -0.57650 1.35889 -2.03697
C 0.87114 -1.77777 1.36731
C 0.62458 1.52501 1.31074
O -2.17945 0.61040 1.36131
P -0.85051 0.45622 0.75007
H 0.31506 -1.81726 -1.58903
H 1.15921 -0.23708 -0.96623
H -1.84643 -0.15095 -1.41233
H -1.01219 -2.07559 0.22099
H 0.19338 0.97218 -2.68695
H -0.26685 2.24356 -1.42614
H -1.45419 1.68364 -2.57343
H 0.59407 -1.70918 2.46198
H 1.84211 -1.27767 1.10645
H 1.11559 -2.79680 1.14895
H 1.35743 0.74410 1.74682
H 0.81964 2.32819 0.57948
H 0.17852 2.02575 2.17401
```

---

(3)
ORCA calculation (wB97M-V/def2-TZVPD) on a 5-piece molecular cluster, C21H39BO8 overall.

Values from the calculation:
**Calculated total energy**: -39466.3061 eV
**Structure (SMILES)**: C=CC[C@@]1(B(O)OCC)CCC(=O)O1.CC(C)=O.CC(C)=O.CC(C)=O.CC(C)=O
**Strongest force on any atom**: 1.33 eV/A
**E_HOMO**: -8.3850 eV
**HOMO-LUMO gap**: 8.87 eV
**Net charge**: 0

The geometry in XYZ format:
```
69
C21H39BO8 (wB97M-V/def2-TZVPD)
C 1.81042 1.44882 1.63866
C 2.97755 0.80230 1.81108
C 3.15313 -0.69383 1.87565
C 2.81297 -1.50756 0.57010
B 1.67912 -2.56601 0.89442
O 1.81761 -3.90198 0.55188
O 0.56156 -2.10698 1.53948
C -0.72011 -2.36702 0.95464
C -1.17275 -1.21455 0.05251
C 2.37407 -0.70742 -0.69468
C 3.46852 -1.06484 -1.74285
C 4.61265 -1.49829 -0.88020
O 5.79713 -1.37271 -1.04851
O 4.07873 -2.13166 0.18458
H 1.78992 2.36894 1.05931
H 0.86675 1.08928 2.04148
H 3.87233 1.40974 1.93480
H 2.58954 -1.11446 2.71673
H 4.20219 -0.90904 2.08291
H 1.76032 -4.05918 -0.39813
H -0.71599 -3.33097 0.43825
H -1.42002 -2.47155 1.78680
H -2.16841 -0.86250 0.31463
H -1.14948 -1.49722 -1.00232
H -0.45165 -0.40207 0.15578
H 2.32567 0.36860 -0.59716
H 1.45609 -1.14823 -1.08390
H 3.07112 -1.92138 -2.28403
H 3.64402 -0.24158 -2.42900
C -4.21183 0.46683 -1.70279
C -3.18932 1.58034 -1.72292
C -3.66556 2.94635 -1.29898
O -2.04826 1.37552 -2.06196
H -3.74596 -0.46121 -2.02636
H -4.60358 0.33927 -0.69166
H -5.03996 0.70731 -2.37120
H -4.03845 2.91665 -0.27494
H -4.47187 3.28743 -1.94873
H -2.83511 3.64620 -1.35723
C 4.06026 3.56447 4.97116
C 4.01476 4.28214 3.64324
C 3.98334 5.79130 3.68609
O 4.00163 3.67676 2.59929
H 4.07622 2.49030 4.80310
H 4.95399 3.85625 5.52512
H 3.18180 3.82146 5.56524
H 4.87424 6.16986 4.18963
H 3.10246 6.13277 4.23212
H 3.95082 6.18273 2.67234
C -7.73621 1.30304 -0.56101
C -7.27345 2.47791 0.26756
C -7.49767 2.38470 1.75769
O -6.75516 3.44637 -0.23526
H -7.52400 1.49090 -1.61078
H -7.22186 0.39370 -0.24649
H -8.80981 1.15681 -0.43302
H -6.97164 1.51863 2.16314
H -8.56224 2.27560 1.97002
H -7.12696 3.28665 2.23824
C 3.02225 -5.32722 -3.43170
C 1.79861 -4.58831 -3.91440
C 1.13171 -5.11180 -5.16126
O 1.37195 -3.61834 -3.32930
H 3.40911 -4.85302 -2.53187
H 2.76953 -6.36532 -3.21015
H 3.79482 -5.31365 -4.20173
H 0.80599 -6.14141 -5.00586
H 1.83289 -5.09030 -5.99673
H 0.26952 -4.49432 -5.40054
```

---

(4)
ORCA calculation (wB97M-V/def2-TZVPD) on a 3-piece molecular cluster, C4H16N2O2 overall.

Values from the calculation:
**Calculated total energy**: -11481.1517 eV
**Structure (SMILES)**: CNCCCN.O.O
**ΔE to the lowest compared entry with this formula, charge and spin**: 1.8197 eV
**Strongest force on any atom**: 4.62 eV/A
**E_HOMO**: -8.9199 eV
**HOMO-LUMO gap**: 9.64 eV
**Net charge**: 0

The geometry in XYZ format:
```
24
C4H16N2O2 (wB97M-V/def2-TZVPD)
C 1.13846 2.03095 -1.00182
N 0.38851 1.67471 0.27859
C -0.89637 1.06774 0.02182
C -1.60883 0.41974 1.24173
C -1.26905 -1.02814 1.50025
N 0.22317 -1.39652 1.40488
H 1.10911 1.27334 -1.71938
H 2.18875 2.16215 -0.76002
H 0.76283 3.01323 -1.27291
H 0.94930 0.99613 0.78273
H -0.93883 0.27528 -0.78675
H -1.62609 1.92703 -0.36678
H -1.29949 1.12556 2.11644
H -2.68526 0.56152 1.20914
H -1.54352 -1.19867 2.57619
H -1.83417 -1.75623 0.99994
H 0.67243 -1.19274 0.53113
H 0.67029 -0.89077 2.16455
O -0.33603 -1.37844 -1.94830
H 0.13878 -0.70209 -1.52640
H -0.75069 -1.95706 -1.27725
O 2.27410 -1.45187 -1.14733
H 1.92922 -1.23605 -1.99036
H 2.34338 -2.33882 -1.03011
```

---

(5)
ORCA calculation (wB97M-V/def2-TZVPD) on a 4-piece molecular cluster, C4H16O4 overall.

Values from the calculation:
**Calculated total energy**: -12585.1514 eV
**ΔE to the lowest compared entry with this formula, charge and spin**: 3.0915 eV
**Strongest force on any atom**: 2.52 eV/A
**Expectation value of S²**: 0.755
**E_HOMO (alpha / beta)**: -12.6713 / -12.6679 eV
**Multiplicity**: 2
**HOMO-LUMO gap (alpha / beta)**: 9.61 / 2.57 eV
**Net charge**: +1

The geometry in XYZ format:
```
24
C4H16O4 (wB97M-V/def2-TZVPD)
C 2.15199 1.81336 -2.89865
O 0.81520 1.24937 -3.15209
H 2.42116 2.57143 -3.63417
H 2.25371 2.19438 -1.88250
H 2.89767 1.01910 -2.86386
H 0.83768 1.04969 -4.09082
C -0.54686 -0.94389 -0.50239
O 0.39736 0.07690 -0.66583
H -1.48523 -0.46535 -0.22210
H -0.57055 -1.27596 -1.54030
H -0.15094 -1.63260 0.24395
H 0.33834 0.35496 -1.58278
C -3.85367 0.33890 2.08339
O -4.53852 0.62028 3.30126
H -3.54725 -0.70250 1.98493
H -4.45259 0.53590 1.19424
H -2.95899 0.93624 1.90781
H -4.12319 1.45928 3.51383
C 2.41080 -1.72128 1.76266
O 2.77063 -1.00217 0.63385
H 3.24054 -1.96952 2.42447
H 1.62963 -1.17939 2.29581
H 2.06607 -2.71326 1.47069
H 1.99699 -0.61393 0.21869
```

---

Question: Look up the strongest force on any atom of the first one.
Answer: 3.79 eV/A

---

Question: Which value of net charge does entry 3 give?
Answer: 0

---

Question: calculated total energy of number 3 (C21H39BO8)?
Answer: -39466.3061 eV

---

Question: Among the records above, which one has the highest strongest force on any atom?
Answer: C4H16N2O2